A structure of composition C5H12O3, computed with the ωB97M-V functional and the def2-TZVPD basis.

Output
Kohn-Sham gap	0.333	hartree
HOMO	-8.22	eV
LUMO level	0.8366	eV

Positions of all 20 atoms, in Å:
H: 0.640 -3.234 0.872
O: -0.364 1.576 -0.213
H: -0.371 -1.264 2.248
H: 1.440 1.161 -2.151
H: -2.308 1.765 0.509
O: 0.534 -2.766 0.033
H: -1.323 0.201 2.036
C: 1.768 0.518 -1.334
H: 2.387 1.105 -0.657
C: 0.575 -0.039 -0.635
H: -2.136 0.659 -0.868
C: -1.757 1.590 -0.424
H: 2.360 -0.304 -1.736
C: -0.773 -0.576 1.502
O: 1.451 -1.659 0.204
H: -1.449 -1.126 0.853
H: -0.153 -0.585 -1.222
C: 0.359 0.034 0.757
H: 1.118 0.538 1.341
H: -1.999 2.406 -1.116

Atomic forces in eV per Å
H 0.015 0.043 -0.102
O 0.267 -0.670 0.132
H 0.019 0.043 -0.037
H -0.008 -0.040 0.035
H 0.044 -0.013 -0.046
O 0.227 0.392 0.141
H 0.048 0.007 -0.030
C -0.003 0.022 0.080
H -0.034 -0.026 -0.003
C -0.033 0.043 -0.078
H 0.041 0.023 0.024
C 0.113 -0.050 0.028
H -0.052 0.018 0.020
C -0.015 -0.009 -0.092
O -0.482 0.128 -0.078
H 0.018 0.026 -0.005
H -0.039 0.004 0.035
C -0.155 0.103 -0.039
H 0.011 0.014 -0.036
H 0.016 -0.059 0.049